{
  "formula": "C11H22AlN2O3",
  "method": "ωB97M-V/def2-TZVPD",
  "total_charge": 3,
  "e_tot_ha": -1008.5656,
  "largest_force_ha_per_bohr": 0.1218,
  "homo_ev": -18.8196,
  "species": ["Al", "O", "O", "O", "N", "N", "C", "C", "C", "C", "C", "C", "C", "C", "C", "C", "C", "H", "H", "H", "H", "H", "H", "H", "H", "H", "H", "H", "H", "H", "H", "H", "H", "H", "H", "H", "H", "H", "H"],
  "positions_angstrom": [[-4.810, 3.253, -1.309], [1.161, 2.740, -1.462], [-5.191, 1.247, -0.846], [-0.145, 0.897, -0.981], [1.979, 1.477, 0.361], [-3.399, -0.102, 0.147], [0.961, 1.736, -0.726], [-3.068, -1.165, -0.862], [4.226, 0.180, 0.673], [-4.833, 0.343, -0.009], [-0.941, 0.778, 0.261], [-5.881, -0.386, 0.992], [3.090, 0.778, -0.325], [-2.290, -2.389, -0.109], [-2.501, 1.093, 0.006], [6.459, -1.340, 0.527], [5.315, -0.573, -0.303], [3.590, 1.492, -1.079], [-2.010, -2.000, 0.948], [-0.560, 1.542, 1.044], [6.371, -1.132, 1.647], [4.704, 1.054, 1.262], [-2.605, 1.589, -1.041], [-2.512, -0.771, -1.782], [7.478, -1.000, 0.076], [-0.726, -0.268, 0.678], [4.694, -1.259, -0.983], [2.286, 2.384, 0.783], [-6.917, -0.315, 0.519], [-2.962, -3.300, 0.065], [-1.312, -2.666, -0.660], [6.360, -2.464, 0.264], [-5.771, 0.145, 1.998], [3.805, -0.546, 1.473], [-5.503, -1.473, 1.079], [-4.071, -1.610, -1.236], [5.717, 0.275, -0.990], [2.635, -0.126, -0.890], [-2.825, 1.881, 0.792]]
}